25
Properties=species:S:1:pos:R:3:forces:R:3:mulliken_charge:R:1 method="wB97M-V/def2-TZVPD" relative_energy_kcal_mol=5.20 energy_ha=-385.232451 total_charge=+1 e_lumo_ev=-2.68 homo_ev=-13.18 multiplicity=1
N -2.832 -0.546 -0.033 0.64 -0.72 -0.92 -0.46
C -2.159 0.632 0.410 -0.05 0.96 0.51 -0.68
C -0.919 0.916 -0.444 -1.62 -1.36 0.28 -0.81
N -0.040 -0.278 -0.420 1.01 0.00 1.08 -0.13
C 1.475 -1.865 0.662 -0.49 -0.28 0.33 -1.35
C 0.693 -0.597 0.934 -0.08 0.34 -2.62 0.18
C 1.558 0.600 1.219 0.21 0.46 1.46 -1.21
H -3.240 -0.467 -0.953 -0.21 0.07 0.09 0.19
H -0.503 -1.137 -0.702 -0.61 0.15 -0.08 0.47
H -3.434 -1.061 0.580 -0.12 0.26 0.39 0.20
H -1.851 0.539 1.439 0.04 -0.32 0.47 0.41
H -2.772 1.539 0.420 -0.05 0.07 -0.23 0.37
H -0.386 1.782 -0.108 0.32 0.36 -0.04 0.38
H -1.301 1.019 -1.452 0.41 0.26 -0.43 0.44
H 0.709 -0.086 -1.069 0.39 0.07 -0.78 0.50
H 1.864 -2.196 1.624 0.57 0.00 -0.26 0.40
H 2.220 -1.706 -0.117 0.38 0.02 0.36 0.35
H 0.853 -2.696 0.318 -0.24 0.17 0.02 0.42
H -0.137 -0.768 1.567 -0.40 -0.06 1.22 0.31
H 2.258 0.858 0.428 -0.15 -0.16 -0.27 0.28
H 0.989 1.486 1.501 -0.14 0.01 -0.30 0.38
H 2.167 0.447 2.116 -0.01 -0.37 -0.13 0.42
H 1.008 1.682 -2.867 0.06 0.18 -0.25 0.27
H 2.331 0.889 -2.713 -0.09 0.14 -0.12 0.27
O 1.450 1.015 -2.342 0.23 -0.26 0.21 -0.60